# 1
C2H2N2 | wB97M-V/def2-TZVPD

```
6
C2H2N2, DFT wB97M-V/def2-TZVPD
C -0.265 -0.082 0.016
C -1.503 -0.492 -0.260
N -2.797 0.605 0.387
N -2.926 -0.473 -0.204
H 0.387 -0.806 -0.198
H 0.006 0.972 0.422
```

Values from the calculation:
Energy above the lowest of the compared OMol25 structures with the same formula, charge and spin in eV: 4.029
SMILES: C=C1N=N1
Max |F| in eV/Å: 5.0
Net charge: 0
2S+1: 1
Lowest unoccupied orbital energy in eV: -0.11

# 2
C4H8O3Sm | wB97M-V/def2-TZVPD

```
16
C4H8O3Sm, DFT wB97M-V/def2-TZVPD
O 2.374 1.373 -0.482
C 2.638 0.128 -0.032
O 1.400 -0.352 0.634
C 0.554 -1.209 -0.059
C -0.857 -0.887 0.236
O -1.090 0.485 -0.066
C -2.467 0.874 -0.023
Sm 0.684 1.864 0.158
H 3.401 0.093 0.763
H 2.876 -0.601 -0.827
H -0.686 -2.048 -0.376
H -1.329 -1.186 1.179
H -2.498 1.960 -0.152
H -3.004 0.378 -0.841
H -2.899 0.604 0.949
H 0.902 -1.477 -1.063
```

Values from the calculation:
Energy above the lowest of the compared OMol25 structures with the same formula, charge and spin in eV: 6.091
Max |F| in eV/Å: 5.4
Net charge: +2
Expectation value of S²: 12.02
2S+1: 7
Lowest unoccupied orbital energy (alpha / beta) in eV: -10.51 / -9.24

# 3
C2H6NO2S2 | wB97M-V/def2-TZVPD

```
13
C2H6NO2S2, DFT wB97M-V/def2-TZVPD
N 0.831 -0.010 -2.679
C 0.007 0.106 -1.520
O -0.608 -0.924 -1.176
O -0.008 1.243 -0.984
H 1.570 0.669 -2.703
H 1.097 -0.949 -2.912
C -1.345 0.359 1.700
S -0.318 -0.854 2.593
S 1.576 -0.308 2.094
H -1.741 1.073 2.416
H -2.136 -0.162 1.182
H -0.702 0.849 0.969
H 1.777 -1.092 1.019
```

Values from the calculation:
Energy above the lowest of the compared OMol25 structures with the same formula, charge and spin in eV: 0.677
Max |F| in eV/Å: 0.6
Net charge: -1
2S+1: 1
Lowest unoccupied orbital energy in eV: 3.31

# 4
C10H17Cl2F5MoO3Te | wB97M-V/def2-TZVPD

```
39
C10H17Cl2F5MoO3Te, DFT wB97M-V/def2-TZVPD
C 1.924 0.213 -0.599
C 1.348 -0.638 -1.629
C 0.793 -1.812 -0.945
C 1.516 -0.467 -3.094
C 0.986 -1.588 0.481
C 1.717 -0.388 0.660
C 2.247 0.109 1.965
C 2.714 1.448 -0.834
C 0.321 -3.088 -1.548
C 0.660 -2.567 1.549
Mo -0.711 -0.168 -0.881
Cl -1.832 -0.860 -2.612
Cl -0.503 2.112 -1.199
O -1.751 -0.868 0.581
H 1.768 0.571 -3.326
H 0.587 -0.710 -3.613
H 2.309 -1.119 -3.479
H -0.067 -2.940 -2.556
H -0.479 -3.514 -0.935
H 1.133 -3.823 -1.595
H -0.287 -3.070 1.333
H 0.554 -2.049 2.511
H 1.448 -3.328 1.665
H 1.570 -0.169 2.778
H 2.324 1.200 1.972
H 3.238 -0.319 2.178
H 2.434 1.932 -1.774
H 3.799 1.247 -0.868
H 2.544 2.158 -0.013
H -2.521 -0.235 0.797
O 0.278 2.617 3.160
H -0.491 2.403 2.575
F -5.114 3.906 1.797
Te -4.176 2.454 1.006
F -5.538 1.376 1.786
F -2.981 3.777 0.350
F -3.181 2.411 2.637
F -5.270 2.736 -0.525
O -3.306 1.049 0.242
```

Values from the calculation:
Energy above the lowest of the compared OMol25 structures with the same formula, charge and spin in eV: 2.455
Max |F| in eV/Å: 5.3
Net charge: -2
Expectation value of S²: 2.02
2S+1: 3
Lowest unoccupied orbital energy (alpha / beta) in eV: 4.76 / 4.75

# 5
C4H6 | wB97M-V/def2-TZVPD

```
10
C4H6, DFT wB97M-V/def2-TZVPD
C 1.010 0.090 1.811
C -0.796 0.688 -0.907
C -0.213 0.067 0.641
C 1.057 -0.819 0.619
H -1.187 -0.020 -1.578
H -1.597 1.364 -0.836
H -1.077 -0.332 1.295
H -0.042 1.124 -1.496
H 1.723 -0.273 -0.038
H 1.123 -1.886 0.489
```

Values from the calculation:
Energy above the lowest of the compared OMol25 structures with the same formula, charge and spin in eV: 5.175
Max |F| in eV/Å: 3.9
Net charge: 0
2S+1: 1
Lowest unoccupied orbital energy in eV: -0.37

# 6
C25H27N5O4S | wB97M-V/def2-TZVPD

```
62
C25H27N5O4S, DFT wB97M-V/def2-TZVPD
C -3.044 0.133 -4.215
O -3.272 0.826 -3.015
C -4.437 0.385 -2.348
C -4.640 1.220 -1.081
N -3.497 1.127 -0.203
C -3.196 -0.019 0.430
O -3.929 -0.987 0.483
C -1.769 -0.052 1.012
C -1.453 1.059 1.985
C -2.472 1.797 2.568
C -2.172 2.754 3.526
C -0.870 2.967 3.920
C 0.160 2.210 3.359
O 1.406 2.467 3.842
C 2.490 1.719 3.348
C -0.138 1.261 2.390
N -0.882 -0.140 -0.160
C -0.785 -1.473 -0.729
C 0.407 -2.244 -0.247
C 0.972 -3.332 -0.834
C 2.082 -3.834 -0.117
C 2.343 -3.123 1.006
S 1.233 -1.828 1.220
C -0.522 0.986 -0.803
O -0.823 2.100 -0.407
C 0.258 0.871 -2.118
N 1.346 -0.056 -2.152
N 1.387 -1.065 -3.036
N 2.457 -1.731 -2.906
C 3.201 -1.181 -1.906
C 4.433 -1.529 -1.352
C 4.898 -0.746 -0.322
C 4.181 0.361 0.157
C 2.963 0.723 -0.370
C 2.480 -0.070 -1.404
H -2.865 -0.934 -4.033
H -3.896 0.232 -4.898
H -2.164 0.578 -4.677
H -4.336 -0.675 -2.073
H -5.314 0.492 -3.003
H -5.521 0.837 -0.559
H -4.785 2.268 -1.341
H -2.778 1.837 -0.274
H -1.658 -1.000 1.553
H -3.499 1.625 2.290
H -2.968 3.332 3.970
H -0.619 3.703 4.667
H 2.350 0.645 3.511
H 3.361 2.059 3.907
H 2.649 1.904 2.283
H 0.642 0.668 1.941
H -0.758 -1.427 -1.822
H -1.701 -2.015 -0.458
H 0.623 -3.752 -1.760
H 2.661 -4.682 -0.436
H 3.119 -3.267 1.730
H 0.621 1.882 -2.336
H -0.448 0.584 -2.904
H 4.983 -2.377 -1.725
H 5.846 -0.981 0.137
H 4.604 0.940 0.964
H 2.403 1.574 -0.014
```

Values from the calculation:
Energy above the lowest of the compared OMol25 structures with the same formula, charge and spin in eV: 2.756
SMILES: COCCNC(=O)[C@H](c1cccc(OC)c1)N(Cc1cccs1)C(=O)Cn1nnc2ccccc21
Max |F| in eV/Å: 1.3
Net charge: 0
2S+1: 1
Lowest unoccupied orbital energy in eV: 0.37

# 7
C3H4O2 | wB97M-V/def2-TZVPD

```
9
C3H4O2, DFT wB97M-V/def2-TZVPD
C 0.884 -1.455 -1.012
C 0.433 -1.422 0.226
C -0.745 1.782 0.632
O -0.029 -1.574 1.313
O 0.263 1.696 1.235
H 0.567 -2.180 -1.681
H -1.684 1.384 1.021
H 1.210 -0.507 -1.471
H -0.901 2.276 -0.264
```

Values from the calculation:
Energy above the lowest of the compared OMol25 structures with the same formula, charge and spin in eV: 1.397
Max |F| in eV/Å: 8.2
Net charge: 0
Expectation value of S²: 2.01
2S+1: 3
Lowest unoccupied orbital energy (alpha / beta) in eV: 0.88 / -2.46

# 8
C5H10NP | wB97M-V/def2-TZVPD

```
17
C5H10NP, DFT wB97M-V/def2-TZVPD
C -0.361 -1.410 0.643
C 0.493 -1.612 -0.558
C 0.858 0.941 0.471
C -0.370 1.939 0.724
C 0.170 -0.247 -0.142
N -1.067 2.104 -0.520
P -1.240 0.626 -1.018
H -1.394 -1.767 0.578
H 0.024 -1.459 1.626
H 1.589 -1.710 -0.335
H 0.303 -1.896 -1.569
H 1.409 1.500 -0.288
H 1.369 0.793 1.407
H -0.807 1.298 1.596
H 0.064 2.810 1.206
H -1.562 0.620 -2.392
H -2.436 0.079 -0.606
```

Values from the calculation:
Energy above the lowest of the compared OMol25 structures with the same formula, charge and spin in eV: 2.345
Max |F| in eV/Å: 4.4
Net charge: 0
2S+1: 1
Lowest unoccupied orbital energy in eV: 0.94